50
Properties=species:S:1:pos:R:3:forces:R:3 method="wB97M-V/def2-TZVPD" charge=+2 spin_multiplicity=1
I -2.680 2.529 1.411 0.205 0.516 -0.017
I -2.698 -2.443 0.936 0.035 -0.068 0.003
Sr -4.926 2.112 -1.429 -0.011 0.901 -0.659
P 2.194 -1.201 0.941 -0.070 -0.041 -0.009
O -0.509 -1.119 2.710 0.391 -0.186 -0.017
O 2.639 3.607 -6.222 0.012 -0.077 0.098
O 1.579 1.907 -5.284 -0.384 -0.145 -0.020
N 0.002 -1.150 -0.664 0.028 -0.295 -0.031
C 2.603 2.764 -5.383 0.343 0.333 -0.214
C -4.483 0.372 0.916 -0.454 -0.346 0.659
C -2.032 -0.410 0.950 -0.203 0.393 -0.021
C 0.663 -0.783 -1.923 0.008 0.060 0.054
C 0.499 -0.471 0.541 -0.083 0.134 -0.120
C -0.942 -0.630 3.967 -0.257 -0.002 0.013
C 0.196 0.339 -4.217 -0.120 -0.008 0.115
C 1.813 -2.699 1.923 -0.107 -0.090 0.078
C -3.129 0.400 1.629 -0.102 -0.309 -0.117
C 1.538 1.051 -4.142 0.031 -0.095 0.010
C -0.635 -0.287 1.600 -0.104 0.212 0.021
C 2.975 -0.088 2.182 0.028 0.299 -0.105
C -0.352 -0.147 -2.868 -0.070 -0.112 -0.215
C 2.124 0.674 3.194 0.180 -0.008 0.157
H -1.933 -1.032 4.212 0.064 0.064 0.007
H -4.258 1.056 0.112 0.138 -0.932 0.157
H 1.495 -0.102 -1.714 -0.036 -0.025 -0.044
H 1.544 -2.484 2.955 0.043 -0.033 -0.017
H -4.825 -0.611 0.585 0.205 -0.018 0.001
H 3.390 2.605 -4.631 0.063 0.004 0.080
H 0.247 -0.495 -4.922 0.119 0.085 0.057
H -1.128 -0.899 -3.058 -0.010 0.115 0.049
H -5.260 0.846 1.529 0.071 -0.058 -0.052
H 3.556 0.624 1.585 -0.002 -0.046 0.127
H 1.628 1.648 -3.225 -0.063 -0.004 -0.083
H 0.050 -2.154 -0.538 0.038 0.007 0.018
H 2.376 0.347 -4.174 -0.047 0.040 0.053
H -0.243 -0.962 4.737 -0.061 -0.008 -0.136
H 1.318 1.226 2.704 0.018 -0.012 0.079
H 1.707 0.010 3.952 -0.098 0.019 -0.119
H -1.947 -0.109 -0.099 -0.019 -0.197 0.041
H -0.502 1.061 -4.652 0.001 -0.123 0.006
H 0.988 -3.258 1.472 0.095 0.005 0.002
H 0.730 0.554 0.217 -0.002 -0.076 0.031
H -0.848 0.686 -2.343 0.154 0.045 0.080
H 3.708 -0.712 2.704 0.007 0.043 -0.090
H 2.736 1.408 3.726 -0.038 -0.072 -0.066
H 1.116 -1.661 -2.395 -0.081 0.068 0.042
H -0.568 0.759 1.937 0.083 -0.100 0.072
H -0.975 0.465 3.977 0.038 -0.018 0.034
H -3.242 0.185 2.691 0.113 0.175 -0.038
H 2.703 -3.330 1.890 -0.085 -0.016 0.044



28
Properties=species:S:1:pos:R:3:forces:R:3 method="wB97M-V/def2-TZVPD" charge=+1 spin_multiplicity=1 de_lowest_ev=1.666
I 3.343 0.942 0.357 -0.794 0.338 -0.661
N 1.207 -1.740 -0.539 4.228 2.218 0.539
N -1.796 0.430 0.367 -0.169 -1.679 -0.804
N 1.263 1.446 -1.885 -3.562 1.577 0.770
N -0.406 1.953 -0.835 1.963 0.038 -2.520
N 1.816 0.561 -1.134 2.455 -2.064 1.260
C 2.509 -2.251 -0.006 -2.056 -1.582 -0.971
C 1.065 -0.552 -1.075 -4.349 -1.542 -0.161
C -0.404 -0.343 -1.458 -0.665 -0.015 1.232
C -3.718 1.888 0.589 -3.845 -0.178 1.049
C -0.937 0.757 -0.481 1.136 0.295 -0.757
C -2.512 1.287 1.254 1.556 1.517 -0.798
C 2.393 -2.416 1.496 -0.334 -1.247 1.286
H -4.477 2.406 1.319 2.141 -0.061 -0.939
H 1.834 2.246 -2.083 0.210 0.830 0.414
H 1.933 -3.439 1.855 0.888 2.074 -0.914
H -1.801 2.068 1.554 -0.297 0.253 0.495
H -0.969 -1.233 -1.118 0.302 0.455 -0.670
H 3.313 -2.239 2.073 0.056 -0.457 -0.559
H 2.516 -3.152 -0.639 0.858 -0.353 0.918
H 3.265 -1.643 -0.413 1.071 0.700 0.016
H 1.766 -1.597 1.849 -0.344 -0.192 0.113
H -3.536 2.532 -0.309 -0.122 -0.770 0.864
H 0.506 -2.416 -0.445 -1.656 -0.343 -0.349
H -2.694 0.633 2.060 -0.873 -0.184 1.330
H -0.712 0.004 -2.449 0.693 -0.348 0.016
H -4.489 1.064 0.418 1.381 0.598 -0.868
H -0.277 2.803 -0.324 0.128 0.122 0.669



79
Properties=species:S:1:pos:R:3:forces:R:3 method="wB97M-V/def2-TZVPD" charge=-2 spin_multiplicity=1
Ba -0.894 -0.729 -0.467 -0.824 -0.228 -0.822
S -5.513 -3.942 2.358 1.472 1.138 -1.613
S -1.121 -6.308 -3.281 -0.631 1.323 -0.258
F -5.893 -4.160 5.012 0.657 0.297 1.544
F 0.043 -8.493 -4.387 0.423 -0.072 -0.335
F -7.152 -5.523 3.965 1.053 0.042 -0.080
F -0.128 -8.609 -2.267 -0.064 -0.909 1.074
F -5.012 -6.051 4.193 -1.001 1.453 0.236
F 1.461 -7.419 -3.095 -0.577 -0.067 -0.323
O 3.619 -2.075 -2.457 -0.825 0.013 1.614
O -0.803 3.503 -4.859 -0.949 4.425 1.368
O -0.996 2.577 -6.783 0.089 -0.885 1.354
O -4.059 -3.538 2.401 -1.995 -0.328 1.157
O 2.365 -1.954 2.712 -0.348 2.040 -2.469
O -0.957 -5.615 -1.997 0.846 -0.475 -0.260
O -6.460 -2.403 -4.535 -0.759 -0.295 0.750
O -2.478 -6.843 -3.397 1.839 -0.463 -0.345
O -0.608 -5.549 -4.429 -0.226 -0.924 0.811
O -5.091 -1.613 -5.942 0.637 0.546 -1.072
O -5.705 -4.854 1.244 -0.671 0.050 1.241
O -2.578 1.814 2.886 -0.960 0.267 -0.884
O 6.012 -1.168 -0.492 -0.390 -0.519 -1.892
O -4.477 -1.846 -3.901 0.730 0.253 1.033
O 0.726 -4.630 3.440 0.640 -0.107 0.445
O 3.511 6.294 1.236 -0.916 -0.911 -0.809
O -6.443 -2.784 2.424 1.172 -1.912 0.697
O -0.415 1.507 -4.898 -0.088 -2.372 -1.073
N 2.814 3.234 -0.917 -0.542 0.764 0.444
N -5.339 -1.948 -4.786 -0.511 -0.267 -0.464
N -3.029 3.104 0.215 0.125 -1.413 0.232
N -0.786 2.518 -5.538 1.217 -1.128 -1.120
C 5.869 -1.575 -1.911 2.103 1.252 0.438
C -3.707 2.607 2.649 -0.526 2.466 -2.580
C 3.569 4.391 -0.384 0.672 0.096 -0.920
C -3.304 3.714 1.492 1.511 0.739 1.791
C 2.584 -2.904 3.650 -0.291 -2.105 2.345
C -2.743 1.101 4.069 1.012 -1.961 0.317
C 0.162 -7.798 -3.255 -1.275 1.807 -0.164
C 4.922 -2.652 -2.156 -2.228 -0.023 -1.970
C 2.676 5.400 0.374 2.516 -1.129 2.075
C 2.082 -4.322 3.183 0.305 2.047 0.394
C 3.656 7.606 0.754 -0.689 -0.367 -1.014
C 4.150 5.018 -1.632 1.211 0.444 -0.474
C -5.887 -5.001 4.019 -0.347 -0.362 -3.049
C -4.164 4.942 1.204 -0.989 -0.799 2.468
H 2.730 -5.014 3.722 -0.424 -0.434 -0.263
H 3.570 -1.841 -3.387 0.127 -0.176 -0.006
H -2.781 3.864 -0.403 0.216 -0.111 -0.354
H 2.017 5.917 -0.324 -0.221 0.087 0.394
H -2.084 0.243 3.942 0.815 0.206 0.596
H 5.064 -3.086 -3.145 1.351 -0.702 0.382
H 2.398 3.728 -1.693 -1.110 -0.889 -0.578
H 0.105 -4.140 2.896 0.176 0.021 -0.196
H 2.320 -4.259 2.121 -0.016 -0.738 -0.244
H 4.838 4.360 -2.162 -0.029 -0.493 0.109
H 4.588 8.039 1.117 -0.041 -0.084 -0.206
H 2.813 8.258 0.982 -0.150 0.084 0.669
H 6.232 -0.234 -0.510 0.026 0.042 0.083
H 6.821 -1.828 -2.378 0.718 -0.626 0.846
H 2.109 -2.560 4.569 -0.431 -0.519 0.410
H -4.084 3.019 3.585 0.298 0.664 0.044
H -3.976 2.865 -0.043 -0.139 -0.556 -0.977
H 4.871 -3.425 -1.389 -0.264 0.222 0.002
H -3.881 5.623 0.402 0.207 -0.616 -0.198
H 5.657 -0.762 -2.605 -0.796 0.592 0.580
H 4.773 5.904 -1.515 -0.432 0.402 0.253
H -2.490 1.707 4.940 -0.120 -0.099 0.124
H 4.352 3.877 0.174 0.051 0.941 0.883
H 3.563 2.731 -1.373 -0.125 -0.663 -0.182
H -3.641 0.498 4.203 -0.897 0.872 -0.204
H 3.573 7.522 -0.330 0.820 0.565 -0.307
H -5.169 4.530 1.114 -0.440 0.760 -0.361
H -2.416 4.170 1.929 0.710 -0.450 -0.242
H 3.635 -2.962 3.931 0.343 -0.303 -0.342
H 3.079 -1.314 2.751 -0.106 0.083 -0.181
H 3.333 5.166 -2.338 0.024 0.613 -0.084
H 2.260 4.752 1.145 -1.171 0.410 -0.284
H -4.591 2.135 2.221 0.113 -1.072 -0.022
H -4.072 5.498 2.136 -0.691 0.525 0.015



36
Properties=species:S:1:pos:R:3:forces:R:3 method="wB97M-V/def2-TZVPD" smiles=O.O.O.O.O.O.O.O.O.O.O.O spin_multiplicity=1 de_lowest_ev=2.004
O -0.295 0.539 0.170 0.398 0.135 0.638
O -0.426 3.391 2.238 -0.332 -0.084 0.136
O -0.245 -1.716 2.437 -0.525 -0.513 0.048
O -1.891 0.431 2.811 -0.779 0.250 0.315
O -0.709 -1.289 -3.673 -0.129 -0.047 -0.388
O -1.495 -1.734 -0.674 -0.016 -0.220 -0.167
O 0.099 -4.021 -1.066 0.302 -0.580 -0.275
O 1.210 3.157 -0.498 0.625 0.163 0.172
O 1.635 0.574 2.316 0.449 -0.156 0.566
O 1.429 0.279 -2.309 -0.110 -0.084 -0.137
O 1.830 -2.253 0.614 -0.079 0.083 -0.030
O -1.419 2.543 -1.304 0.047 0.051 -0.131
H -0.195 3.142 1.343 0.311 -0.153 -0.065
H 0.882 0.340 1.773 -0.308 0.210 -0.270
H -1.760 -1.820 0.242 -0.231 -0.056 0.597
H 2.412 -2.886 1.034 0.109 -0.310 0.135
H -0.796 -4.190 -0.770 -0.118 0.015 0.046
H -0.683 0.931 -0.612 -0.175 0.137 -0.210
H 0.274 2.975 -0.585 -0.439 -0.192 -0.105
H -0.336 4.344 2.253 0.051 0.224 0.034
H 0.255 -3.103 -0.844 -0.078 0.170 0.145
H 0.152 -1.682 3.307 0.120 0.155 0.296
H -2.290 2.905 -1.141 -0.323 0.040 0.266
H 2.318 -1.949 -0.151 0.039 0.237 -0.193
H -1.473 0.996 2.161 0.211 0.217 -0.115
H -1.152 2.926 -2.140 0.037 0.045 -0.422
H 2.343 0.730 1.691 0.067 0.147 -0.132
H -1.287 -1.788 -3.097 0.076 -0.192 0.038
H 0.485 -1.909 1.848 0.497 0.009 -0.418
H -1.442 -0.410 2.722 0.230 -0.158 -0.172
H -0.265 -0.671 -3.092 0.182 0.298 0.286
H 2.035 0.813 -1.795 -0.021 0.231 0.398
H -2.288 -1.932 -1.172 -0.287 0.030 -0.110
H 1.980 -0.396 -2.705 0.134 -0.222 -0.325
H -0.436 -0.402 0.063 -0.041 -0.020 -0.237
H 1.542 3.135 -1.396 0.106 0.141 -0.215



51
Properties=species:S:1:pos:R:3:forces:R:3 method="wB97M-V/def2-TZVPD" charge=+1 smiles="Cn1cc(C(c2cn(C)c3ccccc23)n2ccc(=[NH2+])cc2)c2ccccc21" spin_multiplicity=1 de_lowest_ev=0.000
N -1.792 1.657 2.891 0.215 -0.608 -0.212
N -4.189 -3.429 -2.425 0.025 0.126 0.214
N 2.758 1.001 -1.287 -0.412 -0.438 -0.047
N -1.659 -0.603 -0.816 -1.864 -1.593 -0.734
C -2.549 -2.813 -0.791 0.467 0.582 0.418
C 2.273 1.200 3.354 -0.279 -0.308 -0.512
C -1.691 -1.858 -0.291 -0.335 -0.160 -0.456
C -3.434 -2.475 -1.839 -0.316 -0.541 -0.522
C 0.207 0.861 2.129 -0.830 0.523 0.268
C 1.081 -2.022 -2.217 0.392 -0.457 -0.489
C 2.047 -2.667 -3.012 -0.569 0.148 0.388
C -0.829 0.626 1.120 -0.622 0.023 0.873
C 1.600 1.224 -0.600 -0.642 -0.781 -0.748
C -2.025 1.056 1.678 1.171 0.403 0.305
C 1.352 -0.754 -1.707 0.587 0.770 0.294
C 1.626 2.010 4.303 -0.861 -0.020 -0.007
C 3.281 -2.065 -3.308 0.073 0.754 0.225
C 2.639 -0.194 -1.991 -0.342 0.566 0.737
C 0.685 0.199 -0.829 1.409 0.330 -0.440
C 3.896 1.892 -1.289 0.158 0.318 0.071
C -2.593 -0.237 -1.736 0.091 -0.409 -0.123
C 1.573 0.612 2.283 0.898 0.079 0.502
C -2.793 2.372 3.650 -0.332 0.072 0.003
C 0.231 2.170 4.249 0.953 -0.083 0.255
C -0.436 1.567 3.193 -0.646 0.035 -0.937
C 3.593 -0.794 -2.795 -0.144 -0.979 -0.439
C -3.488 -1.132 -2.271 0.364 0.462 0.284
C -0.730 0.365 -0.367 1.488 2.132 0.983
H 0.139 -2.503 -1.963 0.205 -0.134 -0.287
H -2.563 0.814 -2.025 -0.028 -0.373 -0.032
H -3.663 1.723 3.815 0.193 0.183 0.089
H -1.039 1.313 -0.856 -0.131 -0.561 0.258
H -4.201 -0.781 -3.017 0.203 -0.221 0.222
H -4.144 -4.390 -2.121 0.036 0.179 0.017
H -2.377 2.673 4.615 -0.193 -0.102 -0.217
H 4.534 -0.288 -3.010 -0.199 -0.342 0.016
H 2.199 2.492 5.097 -0.200 -0.211 -0.253
H -4.839 -3.227 -3.170 0.159 0.124 0.141
H 1.470 2.122 -0.010 0.063 -0.122 -0.111
H -3.125 3.268 3.105 0.135 -0.194 0.225
H 2.094 -0.049 1.590 -0.048 0.317 0.185
H -3.030 1.014 1.277 0.111 0.155 -0.030
H 4.001 -2.583 -3.941 -0.214 0.133 0.184
H -1.003 -2.047 0.529 -0.062 0.038 -0.230
H 3.350 1.033 3.457 -0.437 -0.013 -0.105
H 1.839 -3.667 -3.400 0.049 0.353 0.130
H -2.534 -3.814 -0.369 0.002 0.193 -0.105
H 3.611 2.875 -1.681 0.104 -0.218 -0.079
H 4.292 2.049 -0.277 -0.091 -0.215 -0.187
H 4.680 1.461 -1.914 -0.103 0.206 0.148
H -0.324 2.746 4.989 0.350 -0.123 -0.134



Number 1: F_max 1.1 eV/A, Kohn-Sham gap 3.200 eV. Number 2: F_max 4.8 eV/A, Kohn-Sham gap 6.721 eV. Number 3: F_max 4.7 eV/A, Kohn-Sham gap 2.201 eV. Number 4: F_max 0.9 eV/A, Kohn-Sham gap 9.702 eV. Number 5: F_max 2.8 eV/A, Kohn-Sham gap 7.009 eV.